Entry 1:
97
Properties=species:S:1:pos:R:3:lowdin_charge:R:1 method="wB97M-V/def2-TZVPD" charge=+3 spin_multiplicity=1
Al -1.13565 -0.50223 -0.28020 -0.079
C -3.63454 -1.81715 -3.60304 0.024
O -4.43712 -1.27829 -2.48954 0.107
C -3.59347 -0.96548 -1.55000 -0.259
N -2.34239 -1.19653 -1.73254 0.143
C -2.18107 -1.82697 -3.06008 -0.171
C -1.54135 -3.18942 -2.90514 -0.193
C -0.27535 -3.42792 -3.42768 -0.036
C 0.32869 -4.67155 -3.26834 -0.053
C -0.33536 -5.68518 -2.58797 -0.076
C -1.60813 -5.45474 -2.06903 -0.076
C -2.20359 -4.21066 -2.22318 -0.047
C -4.01872 -0.35207 -0.26788 -0.088
C -5.27369 0.06352 0.13239 0.090
C -5.37957 0.67074 1.38409 0.050
C -4.25378 0.86239 2.18237 0.086
C -3.04145 0.41552 1.68953 -0.115
N -2.95132 -0.18794 0.50890 0.146
C -1.68508 0.57008 2.26794 -0.283
N -0.67485 0.14492 1.59722 0.162
C 0.54570 0.43310 2.38757 -0.163
C -0.03151 1.17537 3.62212 0.021
O -1.48848 1.13702 3.42341 0.099
C 1.29129 -0.84948 2.68978 -0.183
C 2.56276 -1.04897 2.16362 -0.025
C 3.25819 -2.22395 2.42874 -0.045
C 2.68661 -3.20338 3.23291 -0.097
C 1.41560 -3.00720 3.76984 -0.073
C 0.71946 -1.83847 3.49048 -0.039
H -3.77609 -1.15027 -4.44799 0.149
H -4.02536 -2.80349 -3.83614 0.143
H -1.53619 -1.19137 -3.66703 0.162
H 0.23497 -2.64874 -3.98184 0.123
H 1.29806 -4.85945 -3.71220 0.122
H 0.10452 -6.67387 -2.52560 0.118
H -2.15691 -6.26049 -1.59595 0.121
H -3.21651 -4.05979 -1.85769 0.130
H -6.13468 -0.06780 -0.50875 0.148
H -6.34523 1.01466 1.73087 0.143
H -4.31541 1.35918 3.14101 0.149
H 1.18040 1.09996 1.80228 0.149
H 0.25862 2.22103 3.66741 0.147
H 0.17951 0.69111 4.57147 0.142
H 3.02255 -0.27379 1.56124 0.118
H 4.26257 -2.35030 2.04503 0.125
H 3.25950 -4.08254 3.50715 0.121
H 0.99412 -3.73985 4.44811 0.123
H -0.25067 -1.67373 3.95190 0.130
C 5.25478 2.89797 -0.63502 -0.059
C 4.04599 3.82196 -0.49464 -0.557
C 4.08994 4.48241 0.89120 -0.034
C 4.12685 4.90261 -1.58299 -0.028
C 2.73024 3.05995 -0.64032 -0.147
C 2.67907 1.68991 -0.85696 -0.060
C 1.42715 1.12141 -0.97778 -0.465
Br 1.25474 -0.78790 -1.28355 1.086
C 0.20722 1.78063 -0.90289 -0.329
O -0.92640 1.06434 -1.01034 -0.094
C 0.25371 3.17304 -0.69882 -0.067
C 1.51269 3.74969 -0.57147 0.052
C -1.02762 4.01178 -0.64505 -0.521
C -1.93097 3.51535 0.49396 -0.025
C -0.73104 5.49112 -0.38845 -0.048
C -1.77124 3.90192 -1.98441 -0.021
H 6.16878 3.48181 -0.53037 0.098
H 5.28789 2.41584 -1.61446 0.092
H 5.27183 2.12787 0.14086 0.083
H 5.01316 5.05223 1.00106 0.097
H 4.06048 3.73146 1.68448 0.086
H 3.25777 5.17173 1.04017 0.082
H 5.06689 5.44750 -1.49219 0.098
H 3.31722 5.62808 -1.49838 0.083
H 4.08583 4.46020 -2.57972 0.097
H 3.57354 1.09068 -0.94869 0.107
H 1.56118 4.81715 -0.41760 0.103
H -1.40660 3.55441 1.45397 0.094
H -2.26342 2.49597 0.30149 0.055
H -2.81327 4.15319 0.57214 0.100
H -0.22025 5.65110 0.56307 0.095
H -1.67183 6.04077 -0.35216 0.098
H -0.13027 5.92916 -1.18631 0.098
H -2.04828 2.87226 -2.20948 0.073
H -1.14956 4.27651 -2.79853 0.102
H -2.67883 4.50725 -1.95349 0.096
N 1.33547 -5.37352 1.00990 0.226
C 0.00872 -4.66562 1.04923 -0.111
C 0.16889 -3.30823 0.37956 -0.242
N -1.04663 -2.48251 0.50163 0.078
H 1.28926 -6.29360 1.45495 0.188
H 2.04250 -4.82052 1.50981 0.135
H 1.64978 -5.51074 0.04418 0.176
H -0.26240 -4.56954 2.09899 0.130
H -0.71256 -5.29767 0.53428 0.123
H 0.38942 -3.43948 -0.68291 0.086
H 0.99110 -2.76313 0.84980 0.077
H -1.26154 -2.36752 1.49207 0.113
H -1.82897 -2.97484 0.07059 0.106

***

Entry 2:
100
Properties=species:S:1:pos:R:3:lowdin_charge:R:1 method="wB97M-V/def2-TZVPD" smiles="COCCCCCCCCCC1=C(c2ccccn2)C(=O)C(CCF)=C(CC[C@@](F)(Br)C(F)(F)Br)C1=O.c1cc[nH]c1.c1cc[nH]c1.c1cc[nH]c1" spin_multiplicity=1
C -4.27481 -2.00336 -2.05443 -0.110
O -3.47721 -1.61045 -3.14376 -0.186
C -3.08903 -0.24728 -3.11461 -0.238
C -1.58694 -0.09844 -3.06701 -0.170
C -0.90272 -0.42444 -4.40666 -0.194
C 0.36674 -1.24721 -4.25236 -0.203
C 0.11579 -2.76650 -4.09306 -0.188
C 0.92099 -3.41550 -2.95104 -0.195
C 0.09489 -3.47587 -1.65810 -0.196
C 0.95475 -3.67836 -0.40634 -0.184
C 1.52266 -2.37170 0.17394 -0.107
C 0.56273 -1.23641 0.37009 -0.060
C 0.87210 0.03300 0.07758 -0.033
C 2.15054 0.45547 -0.56340 -0.231
C 2.98662 1.35784 0.10696 -0.008
C 4.16441 1.75820 -0.52313 -0.050
C 4.45191 1.24904 -1.79254 -0.044
C 3.54826 0.35206 -2.36135 -0.110
N 2.41409 -0.04286 -1.77642 0.126
C -0.08587 1.13105 0.32390 -0.288
O 0.02100 2.19615 -0.23655 0.118
C -1.18517 0.92306 1.29438 -0.086
C -1.81347 2.17155 1.82855 -0.089
C -2.81331 2.78514 0.83943 -0.175
F -2.55052 4.13283 0.67848 -0.043
C -1.50814 -0.33468 1.60034 -0.075
C -2.58978 -0.71276 2.56276 -0.136
C -1.96399 -1.25985 3.86452 -0.172
C -2.92935 -1.95405 4.79905 -0.803
F -2.21338 -2.49260 5.82830 0.000
Br -4.09935 -0.62242 5.59044 0.809
C -3.66355 -3.17955 4.12176 -0.909
F -3.77117 -4.16199 5.04247 0.025
F -2.90740 -3.65984 3.13712 0.065
Br -5.45505 -2.83963 3.47112 0.815
C -0.78460 -1.47519 0.96575 -0.274
O -1.31446 -2.55442 0.98178 0.146
H -4.28367 -3.08985 -2.02449 0.088
H -5.30899 -1.66666 -2.15884 0.088
H -3.84701 -1.65421 -1.11358 0.076
H -3.55982 0.25554 -2.26523 0.108
H -3.45870 0.25856 -4.01029 0.126
H -1.14701 -0.68689 -2.26443 0.092
H -1.37449 0.94320 -2.81704 0.111
H -0.65811 0.52516 -4.88296 0.107
H -1.60738 -0.91445 -5.07726 0.112
H 0.95349 -0.88974 -3.40645 0.070
H 1.00116 -1.10987 -5.12773 0.104
H -0.94831 -2.94595 -3.93594 0.104
H 0.35746 -3.25681 -5.03472 0.102
H 1.85279 -2.87444 -2.79870 0.101
H 1.12901 -4.44054 -3.25413 0.107
H -0.53978 -2.59872 -1.59746 0.083
H -0.58600 -4.32118 -1.74800 0.119
H 0.42898 -4.26433 0.33871 0.099
H 1.80746 -4.28810 -0.70877 0.112
H 2.36176 -2.07823 -0.44339 0.102
H 1.93329 -2.58381 1.16649 0.134
H 2.69794 1.72818 1.07958 0.118
H 4.83613 2.45177 -0.04056 0.102
H 5.35480 1.56191 -2.29141 0.103
H 3.76024 -0.05725 -3.34057 0.110
H -1.02407 2.90349 1.98254 0.128
H -2.26059 2.00614 2.80361 0.113
H -2.68428 2.31766 -0.13409 0.113
H -3.84071 2.66012 1.17115 0.121
H -3.26404 -1.42708 2.10151 0.093
H -3.19113 0.15109 2.82697 0.096
H -1.14503 -1.93246 3.61942 0.130
H -1.53209 -0.40841 4.38280 0.122
C 3.04244 6.47218 0.77275 -0.139
C 1.84121 7.02503 0.25230 -0.113
C 1.01359 5.97678 -0.05502 -0.124
N 1.66739 4.81866 0.25313 0.028
C 2.90142 5.10948 0.76238 -0.141
H 3.90828 7.01278 1.11759 0.084
H 1.61235 8.06911 0.11923 0.093
H 0.01899 5.95599 -0.46607 0.110
H 1.29209 3.89354 0.12346 0.101
H 3.57276 4.32793 1.07219 0.091
C -3.63204 -9.16977 3.69257 -0.115
C -3.60168 -9.25498 5.11112 -0.115
C -3.36252 -7.99421 5.58960 -0.141
N -3.24663 -7.15332 4.51788 0.007
C -3.41005 -7.86017 3.35892 -0.142
H -3.79815 -9.97656 2.99876 0.087
H -3.74029 -10.13947 5.70974 0.087
H -3.26663 -7.62541 6.59633 0.105
H -3.06863 -6.16935 4.57346 0.109
H -3.35551 -7.37301 2.40035 0.105
C 6.73692 8.67475 -3.03076 -0.117
C 5.41493 8.14918 -3.02009 -0.109
C 5.09913 7.85918 -1.71970 -0.133
N 6.17941 8.18794 -0.94686 0.002
C 7.18080 8.68684 -1.73621 -0.149
H 7.29561 9.00590 -3.89001 0.087
H 4.77038 8.00184 -3.87022 0.088
H 4.20608 7.45049 -1.27877 0.079
H 6.23013 8.07861 0.04831 0.136
H 8.11670 9.00615 -1.31106 0.102

***

How do the records compare in total energy? In the order shown, they have -4830.2403, -7507.0699 Eh.
How do the records compare in max |F|? In the order shown, they have 0.4, 0.9 eV/Å.